[1]
# C22H72N8O14

A cluster of 14 separate species, C22H72N8O14 in total (ωB97M-V/def2-TZVPD, the Open Molecules 2025 dataset).

HOMO ... -8.55 eV
HOMO-LUMO gap ... 8.14 eV
Net charge ... 0
Energy above the lowest of the compared OMol25 structures with the same formula, charge and spin ... 111.1 kJ/mol
Calculated total energy ... -64561.7861 eV

Element x y z (Å)
C (3.30, 1.43, -3.01)
C (3.20, 1.74, -4.56)
O (4.08, 2.76, -4.99)
H (3.09, 2.35, -2.44)
H (4.26, 1.09, -2.73)
H (2.52, 0.64, -2.97)
H (2.19, 1.92, -4.86)
H (3.40, 0.81, -5.01)
H (4.82, 2.75, -4.38)
C (-3.44, -2.81, -0.62)
C (-4.01, -3.96, 0.13)
O (-5.23, -4.33, -0.32)
H (-3.81, -1.91, -0.20)
H (-3.78, -2.85, -1.69)
H (-2.35, -2.89, -0.66)
H (-4.06, -3.79, 1.20)
H (-3.31, -4.75, -0.21)
H (-5.93, -4.13, 0.25)
C (0.05, 3.55, -4.07)
C (-0.01, 2.19, -3.38)
O (-1.29, 2.18, -2.68)
H (-0.84, 3.78, -4.65)
H (0.81, 3.62, -4.78)
H (0.19, 4.36, -3.40)
H (0.86, 1.95, -2.73)
H (-0.11, 1.34, -4.11)
H (-1.14, 2.81, -1.99)
C (-0.22, -3.46, -3.13)
C (0.65, -4.19, -2.08)
O (0.55, -3.45, -0.95)
H (0.42, -2.76, -3.71)
H (-1.11, -3.08, -2.67)
H (-0.54, -4.22, -3.82)
H (1.67, -4.31, -2.42)
H (0.17, -5.16, -1.89)
H (1.05, -3.89, -0.27)
C (-3.18, -0.99, 2.08)
C (-4.60, -1.21, 2.41)
O (-5.34, -0.17, 2.91)
H (-2.75, -1.87, 1.69)
H (-2.59, -0.58, 2.92)
H (-3.05, -0.06, 1.52)
H (-4.64, -2.01, 3.21)
H (-5.15, -1.43, 1.50)
H (-6.26, -0.43, 2.80)
C (2.26, 1.11, 4.36)
C (0.95, 1.66, 3.78)
O (1.07, 3.10, 3.82)
H (2.49, 1.82, 5.15)
H (3.02, 1.19, 3.54)
H (2.25, 0.11, 4.78)
H (0.16, 1.57, 4.43)
H (0.68, 1.25, 2.83)
H (0.29, 3.43, 3.36)
C (-1.21, 5.01, 4.07)
C (-1.86, 4.51, 2.86)
O (-1.42, 3.20, 2.49)
H (-1.76, 5.99, 4.30)
H (-0.11, 5.22, 4.03)
H (-1.48, 4.32, 4.83)
H (-1.53, 5.13, 2.05)
H (-2.96, 4.63, 2.90)
H (-1.14, 3.14, 1.52)
C (3.71, 2.84, 1.05)
C (3.47, 1.54, 0.43)
O (2.25, 1.50, -0.16)
H (2.99, 3.07, 1.84)
H (3.64, 3.60, 0.32)
H (4.69, 3.05, 1.41)
H (3.62, 0.66, 1.08)
H (4.15, 1.27, -0.40)
H (2.27, 0.87, -0.76)
C (3.04, -1.67, -0.82)
O (2.31, -1.43, -1.94)
N (2.51, -1.60, 0.35)
N (4.33, -1.83, -0.81)
H (1.46, -1.38, 0.39)
H (2.96, -1.75, 1.22)
H (4.79, -1.79, -1.71)
H (4.98, -1.72, 0.00)
C (-0.49, -0.11, -0.09)
O (-0.86, 1.02, 0.64)
N (-0.28, -1.24, 0.53)
N (-0.33, -0.12, -1.37)
H (-0.48, -1.13, 1.54)
H (-0.27, -2.16, 0.01)
H (-0.68, 0.61, -1.92)
H (0.17, -0.79, -1.95)
C (-0.05, 4.24, -0.62)
O (-0.27, 5.46, -1.03)
N (1.13, 3.83, -0.64)
N (-1.04, 3.50, -0.18)
H (1.82, 4.46, -0.97)
H (1.42, 2.85, -0.38)
H (-1.89, 4.07, -0.16)
H (-0.79, 2.54, 0.10)
C (-0.44, -4.80, 1.76)
O (-0.99, -3.56, 2.10)
N (0.46, -5.49, 2.46)
N (-0.76, -5.47, 0.64)
H (0.47, -5.06, 3.40)
H (0.68, -6.48, 2.39)
H (-1.34, -5.02, -0.02)
H (-0.10, -6.32, 0.42)
C (-2.35, -0.67, -4.22)
O (-2.91, -0.42, -5.52)
H (-1.32, -1.09, -4.24)
H (-2.94, -1.54, -3.79)
H (-2.23, 0.22, -3.69)
H (-2.62, 0.43, -5.81)
C (0.86, -1.86, 3.60)
O (-0.46, -1.31, 3.91)
H (1.59, -1.73, 4.37)
H (1.37, -1.33, 2.81)
H (0.90, -2.90, 3.42)
H (-0.37, -0.77, 4.65)

=====

[2]
# C4H4F2O2

An isolated molecule of C4H4F2O2 (ωB97M-V/def2-TZVPD, the Open Molecules 2025 dataset).

HOMO ... -9.22 eV
SMILES ... C=C(O)OC=C(F)F
HOMO-LUMO gap ... 9.86 eV
Net charge ... 0
Energy above the lowest of the compared OMol25 structures with the same formula, charge and spin ... 252.6 kJ/mol
Calculated total energy ... -13739.8910 eV

Element x y z (Å)
C (0.45, 1.09, -1.56)
C (0.81, 0.22, -0.61)
O (1.54, -0.92, -0.67)
O (0.50, 0.64, 0.64)
C (-0.25, -0.05, 1.48)
C (-1.42, -0.65, 1.22)
F (-2.28, -1.18, 2.14)
F (-1.96, -0.84, -0.01)
H (0.79, 1.06, -2.53)
H (-0.14, 1.87, -1.23)
H (1.87, -1.18, -1.46)
H (0.10, -0.07, 2.59)

=====

[3]
# C36H73N3O12

A cluster of 4 separate species, C36H73N3O12 in total (ωB97M-V/def2-TZVPD, the Open Molecules 2025 dataset).

HOMO ... -9.12 eV
SMILES ... [H]/N=C/CCO[C@@H](OCCNC[C@H](C)O)[C@H](N)Cc1ccccc1C.COCCOCCOC.COCCOCCOC.COCCOCCOC
HOMO-LUMO gap ... 9.63 eV
Net charge ... 0
Calculated total energy ... -67549.0289 eV

Element x y z (Å)
H (1.07, 3.16, 3.84)
N (1.10, 3.76, 3.01)
C (0.09, 3.46, 2.29)
C (-0.14, 4.21, 1.00)
C (0.19, 3.38, -0.28)
O (-1.04, 3.01, -0.91)
C (-1.00, 3.06, -2.34)
O (-1.43, 1.81, -2.82)
C (-0.32, 0.92, -2.89)
C (-0.70, -0.54, -2.62)
N (0.50, -1.14, -2.00)
C (0.47, -2.61, -2.06)
C (1.90, -3.14, -1.91)
C (2.69, -3.08, -3.24)
O (1.89, -4.49, -1.44)
C (-1.96, 4.18, -2.77)
N (-3.34, 3.66, -2.56)
C (-1.86, 4.58, -4.25)
C (-0.49, 4.46, -4.87)
C (0.64, 5.02, -4.29)
C (1.89, 4.88, -4.82)
C (2.07, 4.16, -5.98)
C (0.96, 3.63, -6.58)
C (-0.31, 3.77, -6.06)
C (-1.43, 3.12, -6.87)
H (-0.65, 2.70, 2.59)
H (0.56, 5.05, 1.02)
H (-1.14, 4.64, 0.92)
H (0.82, 4.03, -0.90)
H (0.71, 2.46, 0.03)
H (0.03, 3.19, -2.69)
H (0.45, 1.16, -2.14)
H (0.09, 1.01, -3.91)
H (-1.54, -0.59, -1.91)
H (-0.93, -1.08, -3.54)
H (1.29, -0.82, -2.54)
H (0.07, -2.98, -3.01)
H (-0.09, -2.97, -1.19)
H (2.48, -2.55, -1.19)
H (2.11, -2.51, -3.98)
H (2.86, -4.09, -3.64)
H (3.68, -2.63, -3.12)
H (2.16, -4.53, -0.52)
H (-1.87, 5.04, -2.09)
H (-3.95, 4.23, -3.14)
H (-3.64, 3.81, -1.61)
H (-2.14, 5.65, -4.30)
H (-2.64, 4.06, -4.81)
H (0.53, 5.59, -3.37)
H (2.72, 5.33, -4.29)
H (3.07, 4.02, -6.38)
H (1.10, 3.06, -7.50)
H (-1.49, 2.04, -6.73)
H (-1.20, 3.31, -7.92)
H (-2.40, 3.60, -6.71)
C (3.44, -5.59, -6.51)
O (4.48, -4.65, -6.65)
C (5.76, -5.22, -6.41)
C (6.83, -4.49, -7.21)
O (6.85, -4.84, -8.59)
C (5.80, -4.32, -9.40)
C (5.92, -2.83, -9.67)
O (5.45, -2.08, -8.56)
C (6.04, -0.80, -8.48)
H (3.39, -5.97, -5.49)
H (2.51, -5.09, -6.76)
H (3.58, -6.43, -7.21)
H (5.77, -6.28, -6.68)
H (5.98, -5.12, -5.34)
H (7.80, -4.81, -6.82)
H (6.77, -3.41, -7.07)
H (4.82, -4.58, -9.00)
H (5.91, -4.83, -10.36)
H (5.29, -2.57, -10.53)
H (6.96, -2.58, -9.89)
H (7.13, -0.88, -8.40)
H (5.66, -0.31, -7.59)
H (5.78, -0.20, -9.36)
C (-1.37, -4.85, 5.33)
O (-1.70, -3.62, 4.73)
C (-2.42, -2.76, 5.61)
C (-2.14, -1.31, 5.30)
O (-0.88, -0.85, 5.78)
C (0.27, -1.28, 5.07)
C (0.43, -0.63, 3.71)
O (-0.41, -1.24, 2.76)
C (-0.75, -0.37, 1.70)
H (-2.28, -5.42, 5.57)
H (-0.78, -5.42, 4.61)
H (-0.77, -4.70, 6.23)
H (-2.16, -2.97, 6.65)
H (-3.49, -2.97, 5.47)
H (-2.89, -0.71, 5.84)
H (-2.27, -1.09, 4.24)
H (0.31, -2.37, 5.00)
H (1.11, -0.97, 5.69)
H (1.47, -0.75, 3.37)
H (0.20, 0.44, 3.80)
H (-1.27, 0.52, 2.08)
H (-1.42, -0.90, 1.03)
H (0.15, -0.07, 1.14)
C (-5.24, 2.67, 12.77)
O (-5.41, 1.78, 11.69)
C (-6.35, 2.26, 10.74)
C (-6.02, 1.75, 9.35)
O (-4.94, 2.43, 8.73)
C (-3.63, 2.14, 9.21)
C (-3.13, 0.77, 8.81)
O (-3.68, -0.23, 9.65)
C (-3.74, -1.49, 9.03)
H (-6.17, 2.78, 13.34)
H (-4.47, 2.26, 13.42)
H (-4.90, 3.65, 12.41)
H (-6.37, 3.35, 10.72)
H (-7.35, 1.89, 11.03)
H (-6.89, 1.95, 8.71)
H (-5.87, 0.67, 9.34)
H (-3.56, 2.30, 10.28)
H (-2.99, 2.88, 8.73)
H (-2.03, 0.74, 8.93)
H (-3.38, 0.58, 7.76)
H (-4.35, -1.44, 8.12)
H (-4.20, -2.19, 9.72)
H (-2.73, -1.85, 8.78)

=====

[4]
# C4H12N3Sr

A structure of composition C4H12N3Sr (ωB97M-V/def2-TZVPD, the Open Molecules 2025 dataset).

HOMO ... 0.09 eV
HOMO-LUMO gap ... 2.86 eV
Net charge ... -1
Energy above the lowest of the compared OMol25 structures with the same formula, charge and spin ... 0.0 kJ/mol
Calculated total energy ... -9643.9770 eV

Element x y z (Å)
C (-1.67, 2.41, -0.90)
Sr (0.01, 0.64, -1.46)
N (1.36, -1.91, -2.57)
H (-1.13, 0.81, -3.61)
H (2.35, -1.81, -2.71)
H (-1.53, 0.46, -3.00)
H (-2.25, 2.87, -1.72)
H (-1.21, 3.26, -0.38)
H (-2.50, 2.12, -0.21)
H (1.15, -2.70, -1.99)
H (0.77, -1.88, -3.41)
N (0.19, -1.39, 1.76)
C (0.52, -1.25, 3.08)
C (0.82, 0.06, 3.23)
C (0.64, 0.66, 1.98)
N (0.26, -0.22, 1.02)
H (-0.16, -2.21, 1.30)
H (0.52, -2.10, 3.72)
H (1.15, 0.54, 4.15)
H (0.71, 1.66, 1.74)

=====

[5]
# C6H16N2O

A cluster of 3 separate species, C6H16N2O in total (ωB97M-V/def2-TZVPD, the Open Molecules 2025 dataset).

HOMO (spin up / spin down) ... -6.32 / -6.40 eV
HOMO-LUMO gap (spin up / spin down) ... 7.08 / 7.16 eV
Net charge ... 0
Energy above the lowest of the compared OMol25 structures with the same formula, charge and spin ... 496.7 kJ/mol
Calculated total energy ... -11504.9074 eV

Element x y z (Å)
C (-0.86, 0.04, -0.51)
C (-0.53, 0.20, 0.85)
C (1.56, 0.08, 0.21)
C (-1.17, 1.20, -1.40)
C (-0.49, -0.88, 1.89)
C (2.09, 0.94, -0.90)
N (-2.78, 0.05, 0.74)
N (1.74, -1.34, -0.05)
O (-0.65, -1.11, -1.16)
H (0.16, -1.55, -0.76)
H (-0.58, 1.22, 1.22)
H (1.93, 0.38, 1.19)
H (-3.01, -0.91, 0.47)
H (-3.29, 0.64, 0.09)
H (1.84, -1.88, 0.79)
H (2.54, -1.54, -0.66)
H (-1.43, 2.08, -0.83)
H (-2.00, 0.93, -2.04)
H (-0.32, 1.41, -2.06)
H (-1.34, -0.73, 2.56)
H (0.43, -0.83, 2.48)
H (-0.57, -1.87, 1.45)
H (1.70, 0.62, -1.87)
H (1.83, 1.98, -0.74)
H (3.19, 0.88, -0.97)

=====

[6]
# C20H28ClGaIN2O2

A structure of composition C20H28ClGaIN2O2 (ωB97M-V/def2-TZVPD, the Open Molecules 2025 dataset).

HOMO ... -0.87 eV
HOMO-LUMO gap ... 3.61 eV
Net charge ... -1
Calculated total energy ... -101269.3236 eV

Element x y z (Å)
Ga (0.02, 0.11, 0.03)
Cl (-0.24, -0.16, 2.09)
N (1.92, -0.65, 0.27)
N (-2.04, 0.13, -0.14)
C (2.89, -0.24, -0.51)
C (-2.61, 0.82, -1.10)
C (2.53, -1.75, 1.11)
C (3.71, -2.21, 0.27)
C (1.55, -2.84, 1.38)
C (3.00, -1.17, 2.40)
H (1.18, -3.18, 0.41)
H (0.70, -2.47, 1.98)
H (2.09, -3.65, 1.88)
H (3.76, -0.40, 2.20)
H (3.45, -1.96, 3.03)
H (2.14, -0.71, 2.91)
C (-3.16, -0.61, 0.54)
C (-4.25, -0.65, -0.52)
C (-3.62, 0.18, 1.72)
C (-2.74, -1.97, 0.98)
H (-2.33, -2.48, 0.10)
H (-3.63, -2.50, 1.33)
H (-1.95, -1.91, 1.75)
H (-3.97, 1.16, 1.39)
H (-2.76, 0.31, 2.40)
H (-4.44, -0.34, 2.24)
O (-3.87, 0.48, -1.41)
H (-5.29, -0.49, -0.22)
H (-4.18, -1.56, -1.13)
O (3.97, -1.04, -0.59)
H (3.43, -3.03, -0.40)
H (4.65, -2.45, 0.77)
C (2.88, 1.05, -1.30)
C (-1.97, 1.95, -1.86)
C (-0.65, 1.73, -2.52)
H (-1.85, 2.82, -1.20)
H (-2.68, 2.23, -2.62)
C (0.47, 1.54, -1.62)
C (1.74, 1.28, -2.24)
H (0.40, 1.89, -0.29)
C (1.92, 1.46, -3.64)
C (0.85, 1.81, -4.47)
C (3.30, 1.52, -4.22)
C (-0.44, 1.89, -3.91)
H (1.03, 2.12, -5.55)
C (-1.54, 2.42, -4.78)
H (-1.17, 2.55, -5.79)
H (-1.91, 3.40, -4.45)
H (-2.40, 1.74, -4.81)
H (3.90, 2.33, -3.79)
H (3.23, 1.73, -5.29)
H (3.84, 0.58, -4.09)
H (3.80, 1.05, -1.86)
H (2.91, 1.91, -0.61)
I (-0.25, -2.04, -1.59)

=====

[7]
# C22H24NO2

The ion C22H24NO2 with charge +1 (ωB97M-V/def2-TZVPD, the Open Molecules 2025 dataset).

HOMO ... -11.68 eV
SMILES ... CO[C@H](C/C(=[NH+]\C(C)=O)C1=CCCc2ccccc21)c1ccccc1
HOMO-LUMO gap ... 6.49 eV
Net charge ... +1
Energy above the lowest of the compared OMol25 structures with the same formula, charge and spin ... 183.1 kJ/mol
Calculated total energy ... -28779.6222 eV

Element x y z (Å)
C (3.76, 0.27, 3.42)
O (2.42, 0.72, 3.04)
C (1.60, -0.19, 2.24)
C (1.81, -0.14, 0.64)
C (1.03, -0.32, -0.60)
N (0.36, -1.53, -0.64)
C (0.26, -2.54, 0.30)
C (-0.98, -3.39, 0.20)
O (1.11, -2.76, 1.17)
C (0.81, 0.53, -1.82)
C (1.80, 1.11, -2.58)
C (1.55, 1.91, -3.81)
C (0.24, 1.57, -4.57)
C (-0.85, 1.09, -3.66)
C (-2.16, 1.07, -4.16)
C (-3.24, 0.70, -3.34)
C (-2.99, 0.33, -2.02)
C (-1.68, 0.33, -1.52)
C (-0.57, 0.65, -2.33)
C (0.21, -0.06, 2.93)
C (-0.63, -1.11, 3.35)
C (-1.99, -0.85, 3.65)
C (-2.44, 0.48, 3.73)
C (-1.55, 1.52, 3.50)
C (-0.21, 1.24, 3.17)
H (4.32, 1.19, 3.51)
H (3.72, -0.24, 4.38)
H (4.23, -0.37, 2.67)
H (1.87, -1.23, 2.49)
H (2.43, 0.79, 0.58)
H (2.53, -1.07, 0.60)
H (-0.24, -1.70, -1.44)
H (-1.47, -3.32, -0.77)
H (-0.65, -4.40, 0.40)
H (-1.66, -3.09, 1.00)
H (2.83, 1.11, -2.24)
H (1.47, 3.01, -3.61)
H (2.36, 1.80, -4.54)
H (-0.14, 2.44, -5.12)
H (0.42, 0.79, -5.33)
H (-2.32, 1.43, -5.19)
H (-4.25, 0.68, -3.78)
H (-3.82, 0.05, -1.37)
H (-1.52, 0.07, -0.46)
H (-0.21, -2.13, 3.39)
H (-2.66, -1.70, 3.86)
H (-3.47, 0.65, 4.01)
H (-1.89, 2.55, 3.61)
H (0.47, 2.06, 3.03)

=====

[8]
# C21H24FN5O2

An isolated molecule of C21H24FN5O2 (ωB97M-V/def2-TZVPD, the Open Molecules 2025 dataset).

HOMO ... -8.43 eV
SMILES ... COc1ccc(CNC(=O)CN2CCC(n3nnc4cc(F)ccc43)CC2)cc1
HOMO-LUMO gap ... 8.85 eV
Net charge ... 0
Energy above the lowest of the compared OMol25 structures with the same formula, charge and spin ... 1.2 kJ/mol
Calculated total energy ... -36429.3324 eV

Element x y z (Å)
C (-7.83, -2.25, 1.50)
O (-6.82, -2.78, 0.68)
C (-5.93, -1.92, 0.11)
C (-5.93, -0.54, 0.28)
C (-4.97, 0.23, -0.36)
C (-4.01, -0.35, -1.18)
C (-2.97, 0.52, -1.83)
N (-1.99, 0.97, -0.87)
C (-1.95, 2.22, -0.38)
O (-2.67, 3.12, -0.75)
C (-0.88, 2.40, 0.70)
N (0.26, 1.54, 0.48)
C (1.10, 1.39, 1.65)
C (2.15, 0.31, 1.40)
C (3.01, 0.68, 0.19)
N (3.94, -0.38, -0.10)
N (3.51, -1.58, -0.51)
N (4.48, -2.37, -0.70)
C (5.64, -1.72, -0.41)
C (6.97, -2.13, -0.45)
C (7.90, -1.19, -0.08)
F (9.20, -1.52, -0.09)
C (7.57, 0.12, 0.31)
C (6.26, 0.53, 0.35)
C (5.29, -0.40, -0.01)
C (2.10, 0.93, -1.01)
C (1.05, 1.98, -0.66)
C (-4.02, -1.73, -1.34)
C (-4.96, -2.51, -0.71)
H (-8.48, -1.56, 0.95)
H (-7.42, -1.74, 2.37)
H (-8.42, -3.10, 1.83)
H (-6.66, -0.06, 0.90)
H (-4.98, 1.30, -0.23)
H (-3.43, 1.42, -2.24)
H (-2.46, -0.03, -2.64)
H (-1.36, 0.29, -0.46)
H (-0.61, 3.47, 0.75)
H (-1.35, 2.13, 1.65)
H (1.60, 2.33, 1.92)
H (0.47, 1.09, 2.49)
H (2.77, 0.18, 2.29)
H (1.65, -0.64, 1.19)
H (3.60, 1.58, 0.41)
H (7.25, -3.13, -0.74)
H (8.37, 0.79, 0.58)
H (6.00, 1.54, 0.65)
H (1.60, 0.00, -1.27)
H (2.68, 1.27, -1.87)
H (1.55, 2.95, -0.43)
H (0.38, 2.14, -1.50)
H (-3.28, -2.20, -1.97)
H (-4.98, -3.58, -0.83)